# 1
36
Properties=species:S:1:pos:R:3:mulliken_charge:R:1 method="wB97M-V/def2-TZVPD" de_lowest_ev=0.984 orbital_gap_ev=9.797 e_homo_ha=-0.35957
O -1.47 3.04 2.47 -0.5797
C -1.67 1.88 2.19 0.2950
C -2.85 1.15 2.69 -0.5068
C -3.18 -0.05 2.18 -0.6053
C -2.38 -0.70 1.04 -0.0327
C -0.89 -0.31 1.21 -0.6509
C -0.76 1.21 1.12 -0.5669
C -0.11 -1.17 0.17 0.2021
O -0.42 -0.70 -1.15 -0.3683
C 0.65 -0.89 -2.12 -0.9562
C 1.76 0.16 -1.88 0.5830
C 1.53 1.44 -2.37 -0.3104
C 2.47 2.45 -2.21 -0.6682
C 3.59 2.20 -1.41 -0.3409
C 3.85 0.92 -0.93 -0.8074
C 2.92 -0.09 -1.14 -0.0543
C -0.56 -2.59 0.30 -0.8383
S -2.28 -2.49 0.76 1.3589
O -3.12 -2.99 -0.36 -0.7005
O -2.51 -3.23 2.02 -0.7220
H -3.50 1.56 3.45 0.4272
H -4.02 -0.65 2.59 0.3716
H -2.75 -0.29 0.11 0.4585
H -0.54 -0.63 2.17 0.4324
H -1.01 1.57 0.13 0.3524
H 0.28 1.48 1.30 0.3996
H 0.97 -1.13 0.37 0.3660
H 1.10 -1.89 -2.04 0.3374
H 0.28 -0.76 -3.15 0.4316
H 0.63 1.69 -2.93 0.3896
H 2.35 3.42 -2.66 0.4051
H 4.29 3.03 -1.35 0.3731
H 4.73 0.70 -0.32 0.3758
H 3.09 -1.08 -0.71 0.3979
H -0.05 -3.11 1.11 0.4025
H -0.44 -3.16 -0.65 0.3491

# 2
45
Properties=species:S:1:pos:R:3:mulliken_charge:R:1 method="wB97M-V/def2-TZVPD" de_lowest_ev=0.744 orbital_gap_ev="5.753 / 5.784" charge=+2 e_homo_ha="-0.51857 / -0.52035"
Co 0.13 0.32 0.09 -0.1054
O -3.52 1.96 0.63 -0.3930
C -2.29 1.61 0.38 0.1804
O -1.87 0.45 0.44 -0.1623
C -1.36 2.70 -0.01 0.5375
C -1.61 4.04 -0.21 -0.4852
C -0.55 4.84 -0.62 -0.6848
C 0.71 4.29 -0.82 -0.7839
C 0.88 2.94 -0.58 1.4475
N -0.14 2.19 -0.18 -0.0282
C 2.09 2.06 -0.73 0.4324
O 3.26 2.54 -1.06 -0.4093
O 1.97 0.86 -0.51 -0.4073
H -4.07 1.20 0.89 0.4150
H -2.60 4.45 -0.07 0.5697
H -0.71 5.90 -0.80 0.4747
H 1.53 4.92 -1.15 0.3090
H 3.27 3.49 -1.23 0.3138
C -2.29 -2.79 -1.46 -0.8054
N -2.20 -2.69 -0.01 0.1897
C -3.23 -2.96 0.86 -0.3537
C -2.72 -2.80 2.11 -0.7775
N -1.40 -2.44 2.00 0.6313
B -0.57 -2.41 3.34 0.1143
N 0.95 -2.09 3.11 -0.0071
C 1.92 -2.98 3.26 -0.3169
C 3.15 -2.34 3.06 -0.4541
N 2.89 -1.07 2.78 0.2274
C 3.89 -0.04 2.51 -0.8813
C 1.52 -0.87 2.81 -0.0235
S 0.70 0.53 2.47 -0.1864
C -1.10 -2.37 0.70 0.0013
S 0.41 -1.90 -0.04 -0.3734
H -3.34 -2.83 -1.74 0.3216
H -1.79 -3.69 -1.81 0.3265
H -1.82 -1.92 -1.92 0.3027
H -4.20 -3.27 0.53 0.5039
H -3.19 -2.94 3.07 0.5177
H -1.03 -1.57 4.06 -0.0273
H -0.60 -3.51 3.80 -0.1347
H 1.72 -4.01 3.50 0.4868
H 4.15 -2.74 3.11 0.5084
H 4.45 -0.31 1.62 0.3692
H 4.56 0.04 3.37 0.3636
H 3.37 0.90 2.36 0.2563

# 3
51
Properties=species:S:1:pos:R:3:mulliken_charge:R:1 method="wB97M-V/def2-TZVPD" de_lowest_ev=1.360 orbital_gap_ev=6.445 charge=-2 e_homo_ha=-0.06280
Cd -0.25 -0.40 0.21 1.3959
N 2.27 3.55 0.20 -0.5577
C 1.78 2.32 -0.23 0.2557
S 0.69 2.36 -1.52 -0.5140
N 2.33 1.28 0.34 -1.2332
N 1.85 0.06 0.02 1.0786
C 2.68 -0.92 0.15 -0.2977
C 2.41 -2.29 -0.17 0.5705
C 3.39 -3.24 0.15 -0.7779
C 3.25 -4.58 -0.12 -0.5766
C 2.07 -5.01 -0.72 -0.3967
C 1.08 -4.12 -1.07 -0.6061
C 1.20 -2.72 -0.82 0.7618
O 0.28 -1.92 -1.21 -0.8981
H 1.64 4.30 -0.05 0.2541
H 2.59 3.56 1.16 0.2549
H 3.71 -0.68 0.47 0.1873
H 4.30 -2.89 0.64 0.2978
H 4.02 -5.29 0.14 0.3551
H 1.92 -6.07 -0.92 0.3437
H 0.16 -4.46 -1.51 0.3819
O -2.81 0.36 2.42 -0.4330
P -1.49 -0.27 3.13 0.8352
O -1.46 0.06 4.56 -0.8851
O -0.28 0.04 2.28 -0.7145
O -1.82 -1.88 2.94 -0.4261
P -2.05 -2.53 1.48 0.4610
O -0.59 -3.15 1.19 -0.3127
O -3.08 -3.59 1.54 -0.8445
O -2.26 -1.40 0.49 0.0697
H -2.83 -0.18 1.61 0.1302
H -0.63 -4.09 1.36 0.2489
O -4.13 -1.76 -1.38 -0.6080
C -5.11 -1.18 -0.58 -0.3070
N -5.79 -0.09 -1.26 -0.0573
C -5.44 1.21 -1.32 -0.0506
O -6.12 2.01 -1.95 -0.7062
C -4.21 1.62 -0.58 0.3669
C -4.26 2.64 0.37 -0.4934
C -3.09 3.02 0.99 -0.9742
C -1.91 2.35 0.67 -0.0011
N -1.87 1.39 -0.23 -0.1063
C -2.98 1.05 -0.87 -0.4114
H -3.30 -1.78 -0.86 0.2538
H -4.69 -0.79 0.35 0.2535
H -5.88 -1.93 -0.33 0.2669
H -6.51 -0.35 -1.92 0.2468
H -5.21 3.10 0.62 0.4508
H -3.08 3.80 1.74 0.3734
H -0.98 2.59 1.17 0.3654
H -2.88 0.30 -1.64 0.7297

# 4
48
Properties=species:S:1:pos:R:3:mulliken_charge:R:1 method="wB97M-V/def2-TZVPD" s2=3.752 de_lowest_ev=0.831 orbital_gap_ev="8.055 / 8.064" e_homo_ha="-0.30965 / -0.30979" multiplicity=4
Er 0.41 0.66 -0.01 2.0142
O 1.67 0.78 3.58 -0.6239
C 0.67 0.23 3.07 0.6539
O 0.61 -0.36 1.92 -0.5860
C -0.71 0.64 3.67 -0.5046
O -1.21 1.78 3.07 -0.3832
C -0.49 3.02 3.05 -0.3120
C -0.40 3.51 1.50 0.3991
O -0.76 4.67 1.30 -0.6752
O -0.08 2.49 0.78 -0.5494
H 2.75 0.58 2.78 0.4413
H -0.45 0.77 4.72 0.3564
H -1.43 -0.16 3.45 0.3020
H 0.45 2.85 3.55 0.3082
H -1.00 3.88 3.52 0.2785
N 4.58 1.06 -1.22 -0.6514
C 4.95 1.21 0.22 -0.6360
C 3.64 1.09 0.97 0.7358
O 3.72 0.53 2.14 -0.5802
O 2.61 1.44 0.33 -0.6623
H 5.39 0.91 -1.87 0.2363
H 4.16 1.96 -1.45 0.2263
H 5.26 2.23 0.52 0.3056
H 5.66 0.44 0.63 0.3432
O -0.54 0.82 -2.02 -0.5187
N -1.53 0.07 -2.43 -0.3766
N -2.24 -0.30 -1.35 0.7940
O -1.75 -0.25 -0.11 -0.6542
C -3.47 -0.93 -1.55 0.2430
C -4.12 -1.51 -0.44 -0.2914
C -5.48 -1.75 -0.56 -0.4308
C -6.12 -1.57 -1.80 -0.4700
C -5.42 -1.06 -2.90 -0.5012
C -4.08 -0.78 -2.82 -0.3149
H -3.73 -1.48 0.54 0.4172
H -6.07 -2.01 0.34 0.3275
H -7.11 -1.92 -1.89 0.4151
H -5.87 -1.07 -3.94 0.2616
H -3.50 -0.51 -3.68 0.4460
I 2.57 -5.44 -2.08 0.1194
C 2.16 -3.36 -1.92 -0.6197
C 3.13 -2.40 -2.22 -0.2990
N 2.79 -1.16 -1.77 -0.0485
N 1.56 -1.29 -1.05 -0.0945
C 1.19 -2.53 -1.22 -0.1344
H 3.99 -2.50 -2.81 0.4631
H 3.39 -0.27 -1.70 0.3907
H 0.26 -3.00 -0.86 0.4394

# 5
34
Properties=species:S:1:pos:R:3:mulliken_charge:R:1 method="wB97M-V/def2-TZVPD" de_lowest_ev=0.000 orbital_gap_ev=10.051 charge=+1 e_homo_ha=-0.46871
C -0.76 -2.27 0.72 -0.9562
N 0.14 -1.30 0.09 0.1170
C 0.86 -0.46 1.11 -0.9311
C 2.11 0.12 0.50 0.6871
C 3.12 -0.75 0.09 -0.3552
C 4.28 -0.26 -0.49 -0.7370
C 4.44 1.11 -0.65 -0.4268
C 3.44 1.98 -0.23 -0.7446
C 2.28 1.48 0.34 -0.2443
C -0.54 -0.47 -0.96 -0.9834
C -1.88 0.07 -0.55 0.4115
C -3.05 -0.64 -0.82 -0.2924
C -4.29 -0.12 -0.47 -0.7909
C -4.39 1.12 0.13 -0.4125
C -3.24 1.86 0.39 -0.8077
C -2.02 1.32 0.04 0.6165
F -0.90 2.04 0.29 -0.2362
H -1.53 -1.75 1.29 0.4282
H -0.21 -2.93 1.38 0.3627
H -1.25 -2.88 -0.05 0.3830
H 0.89 -1.81 -0.39 0.3656
H 0.19 0.33 1.46 0.4363
H 1.12 -1.10 1.95 0.3968
H 3.02 -1.82 0.23 0.4072
H 5.06 -0.93 -0.80 0.3969
H 5.34 1.50 -1.09 0.4045
H 3.57 3.04 -0.35 0.4073
H 1.51 2.16 0.67 0.3949
H 0.14 0.35 -1.21 0.4564
H -0.66 -1.10 -1.84 0.5724
H -2.99 -1.59 -1.31 0.3909
H -5.18 -0.69 -0.69 0.4159
H -5.35 1.53 0.39 0.4050
H -3.28 2.83 0.84 0.4625

# 6
39
Properties=species:S:1:pos:R:3:mulliken_charge:R:1 method="wB97M-V/def2-TZVPD" orbital_gap_ev=8.241 e_homo_ha=-0.28349
C -3.42 -3.37 -1.32 -0.9400
N -3.06 -2.48 -0.24 -0.2008
C -3.57 -1.22 -0.16 0.5469
S -4.54 -0.60 -1.35 -0.4560
N -3.23 -0.50 0.95 0.1226
C -2.09 -0.84 1.77 -0.6344
C -1.41 0.45 2.27 -1.2044
N -1.36 1.42 1.19 0.1354
C -0.28 1.40 0.38 0.6183
N 0.80 0.74 0.61 -0.3551
C 1.76 0.96 -0.34 -0.1519
C 3.04 0.27 -0.22 0.6437
C 4.04 0.41 -1.17 -0.5187
C 5.25 -0.25 -1.03 -0.5995
C 5.44 -1.06 0.08 0.3337
F 6.62 -1.71 0.22 -0.3278
C 4.46 -1.22 1.04 -0.5756
C 3.26 -0.55 0.89 -0.3251
C 1.38 1.82 -1.33 -0.5227
S -0.23 2.40 -1.08 -0.1948
C -2.65 1.86 0.71 -0.5786
C -3.73 0.85 1.12 -1.3048
H -2.64 -4.12 -1.43 0.3140
H -3.50 -2.79 -2.23 0.3677
H -4.38 -3.87 -1.13 0.2879
H -2.75 -2.92 0.61 0.2383
H -1.36 -1.39 1.17 0.6322
H -2.39 -1.45 2.63 0.2621
H -1.96 0.89 3.10 0.3810
H -0.39 0.24 2.58 0.4402
H 3.89 1.04 -2.04 0.2580
H 6.03 -0.15 -1.76 0.4419
H 4.65 -1.85 1.89 0.4325
H 2.48 -0.65 1.62 0.4586
H 1.93 2.16 -2.18 0.4132
H -2.89 2.85 1.13 0.2671
H -2.63 1.95 -0.38 0.5250
H -4.61 0.97 0.48 0.4690
H -4.02 0.98 2.16 0.3008

# 7
45
Properties=species:S:1:pos:R:3:mulliken_charge:R:1 method="wB97M-V/def2-TZVPD" orbital_gap_ev=7.973 e_homo_ha=-0.29973
In 1.31 1.11 0.26 1.4708
O -0.77 2.01 0.74 -0.7040
S -0.57 2.16 2.19 1.4092
O -0.92 3.44 2.72 -0.6992
O 0.76 1.68 2.58 -0.6403
C -1.87 1.04 2.76 0.0476
C -2.75 1.46 3.75 -0.4866
C -3.89 0.74 4.04 -0.6014
C -4.18 -0.42 3.32 -0.6652
C -3.31 -0.84 2.32 -0.4313
C -2.17 -0.10 2.04 -0.1314
S -0.98 -0.87 0.94 1.6298
O -0.98 -0.28 -0.56 -0.2152
O -1.42 -2.23 0.82 -0.7242
O 0.33 -0.67 1.47 -0.5952
H -2.52 2.38 4.27 0.5140
H -4.57 1.06 4.82 0.4097
H -5.06 -1.00 3.54 0.4197
H -3.48 -1.75 1.77 0.5130
C 2.82 -3.19 -1.87 -1.4985
C 2.40 -1.75 -1.75 0.5194
O 1.81 -1.30 -0.78 -0.3351
N 2.70 -0.99 -2.82 0.0018
C 2.42 0.42 -2.81 -1.0639
C 0.93 0.73 -2.63 1.2481
C 0.04 0.29 -3.70 -0.9070
C -1.29 0.10 -3.62 -0.3694
C -2.23 0.25 -2.53 -0.6460
C -2.11 0.08 -1.20 0.0465
N 0.45 1.35 -1.66 -0.6678
H 2.78 -3.66 -0.89 0.3248
H 3.82 -3.28 -2.27 0.4258
H 2.13 -3.72 -2.53 0.3284
H 3.26 -1.37 -3.56 0.2424
H 2.76 0.85 -3.76 0.6284
H 2.94 0.91 -1.98 0.1623
H 0.52 0.09 -4.66 0.3509
H -1.79 -0.18 -4.54 0.3508
H -3.23 0.49 -2.86 0.3578
H -2.97 0.24 -0.56 0.4601
C 3.78 0.93 1.90 -0.5996
O 3.33 1.17 0.59 -0.6060
H 4.86 0.73 1.82 0.2710
H 3.28 0.07 2.35 0.2079
H 3.62 1.81 2.54 0.2473

# 8
40
Properties=species:S:1:pos:R:3:mulliken_charge:R:1 method="wB97M-V/def2-TZVPD" de_lowest_ev=0.302 orbital_gap_ev=8.304 charge=+1 e_homo_ha=-0.43608
Lu -0.09 -0.51 -0.45 1.5621
C -1.77 1.14 -2.45 -1.3086
N -0.67 1.55 -1.55 0.3660
C -1.18 2.57 -0.60 -1.2248
C 0.48 2.09 -2.34 -1.1119
C 1.76 1.26 -2.31 0.6708
C 2.83 1.80 -3.02 -0.9288
C 4.05 1.15 -3.06 -0.4305
C 4.20 -0.05 -2.39 -0.6750
C 3.13 -0.59 -1.68 -0.1440
C 1.88 0.04 -1.61 -0.1419
H -2.17 2.00 -3.00 0.4280
H -2.59 0.71 -1.87 0.4192
H -1.41 0.40 -3.17 0.4537
H -1.56 3.44 -1.13 0.3979
H -0.37 2.89 0.06 0.4299
H -1.99 2.14 -0.01 0.3500
H 0.72 3.09 -1.97 0.4525
H 0.17 2.21 -3.38 0.4180
H 2.71 2.75 -3.54 0.3942
H 4.87 1.58 -3.61 0.3935
H 5.15 -0.58 -2.41 0.3898
H 3.29 -1.53 -1.18 0.3499
C 0.07 0.69 3.69 -1.2556
C -0.59 -0.50 3.11 0.2133
N -0.74 -0.75 1.81 -0.4882
C -1.40 -1.98 1.71 0.6358
C -1.64 -2.45 2.97 -0.0927
N -1.13 -1.50 3.81 0.0241
C -2.25 -3.67 3.60 0.4934
O -2.72 -4.59 2.81 -0.5011
O -2.28 -3.71 4.80 -0.5729
C -1.78 -2.59 0.39 0.7988
O -2.26 -3.71 0.37 -0.7237
O -1.54 -1.85 -0.65 -0.7303
H 0.51 1.30 2.91 0.2846
H 0.84 0.39 4.40 0.3670
H -0.65 1.30 4.24 0.3231
H -1.20 -1.61 4.82 0.2497
H -2.67 -4.33 1.85 0.4648

# 9
47
Properties=species:S:1:pos:R:3:mulliken_charge:R:1 method="wB97M-V/def2-TZVPD" s2=0.761 orbital_gap_ev="5.687 / 5.036" charge=-1 e_homo_ha="-0.12967 / -0.10575" multiplicity=2
V 0.51 -0.75 -1.19 0.3645
C -3.82 -0.71 -1.18 -0.8207
C -4.03 -1.92 -0.26 -0.7737
S -2.61 -3.01 -0.17 -0.0297
C -2.31 -3.14 1.60 -0.7331
C -2.09 -1.85 2.38 -0.8076
S -0.68 -0.86 1.83 -0.0504
C -1.43 0.78 1.67 -0.4662
C -2.63 0.89 0.74 -1.1096
S -2.34 0.27 -0.94 0.0627
H -3.75 -1.05 -2.22 0.3927
H -4.68 -0.05 -1.12 0.4071
H -4.29 -1.58 0.75 0.3229
H -4.89 -2.48 -0.63 0.4666
H -3.12 -3.70 2.08 0.4970
H -1.41 -3.76 1.66 0.3325
H -2.98 -1.23 2.36 0.3336
H -1.92 -2.12 3.43 0.4894
H -1.70 1.17 2.65 0.5799
H -0.62 1.40 1.28 -0.0451
H -3.49 0.35 1.14 0.5750
H -2.91 1.94 0.67 0.6118
O 3.99 -0.66 -0.81 -0.6480
C 3.01 -0.09 -1.26 0.2403
O 2.17 -0.55 -2.17 -0.8685
C 2.82 1.39 -0.96 0.6241
C 3.92 2.20 -0.90 -0.4150
C 3.76 3.57 -0.75 -0.3520
C 2.52 4.15 -0.65 -0.3410
C 1.41 3.32 -0.67 -0.5375
C 1.50 1.92 -0.83 0.7211
O 0.49 1.12 -0.89 -0.3445
N 0.10 4.01 -0.51 0.8492
O -0.84 3.37 -0.08 -0.5083
O 0.09 5.22 -0.68 -0.6631
N 4.95 4.45 -0.70 1.0415
O 6.04 3.92 -0.73 -0.6411
O 4.77 5.65 -0.52 -0.6497
H 4.91 1.76 -0.97 0.5597
H 2.41 5.21 -0.53 0.5883
C 1.54 -4.71 -0.05 -0.7403
O 1.69 -3.35 0.34 -0.3947
C 1.06 -2.44 -0.44 0.6465
O 0.36 -2.87 -1.37 -0.5695
H 1.91 -5.31 0.78 0.2317
H 2.12 -4.92 -0.95 0.2955
H 0.49 -4.96 -0.25 0.2756

# 10
37
Properties=species:S:1:pos:R:3:mulliken_charge:R:1 method="wB97M-V/def2-TZVPD" de_lowest_ev=1.083 orbital_gap_ev=9.346 e_homo_ha=-0.32247
C 0.77 2.83 -2.27 -1.0617
O 1.12 1.71 -1.50 -0.3761
C 1.12 1.82 -0.13 0.6952
C 0.82 2.99 0.56 -0.6880
C 0.83 3.00 1.94 -0.6209
C 1.13 1.86 2.66 -0.9191
C 1.44 0.69 1.97 -0.3800
C 1.44 0.65 0.59 0.5517
C 1.78 -0.63 -0.13 -0.8385
C 0.92 -1.77 0.36 0.6712
O 1.36 -2.63 1.11 -0.6737
N -0.38 -1.81 -0.04 0.2715
C -1.01 -0.83 -0.89 -0.7265
C -0.94 -1.23 -2.38 -0.1283
C -1.35 -0.13 -3.21 0.0884
N -1.67 0.75 -3.86 -0.4762
C -1.19 -2.90 0.46 -1.0260
C -1.61 -2.66 1.92 -0.4464
C -2.41 -1.47 2.04 0.3470
N -3.05 -0.52 2.10 -0.4864
H -0.24 3.18 -2.03 0.4133
H 0.79 2.49 -3.30 0.2748
H 1.48 3.65 -2.13 0.3871
H 0.58 3.89 0.03 0.4256
H 0.59 3.92 2.46 0.3789
H 1.14 1.87 3.73 0.4061
H 1.69 -0.21 2.51 0.4814
H 1.69 -0.48 -1.21 0.3615
H 2.82 -0.90 0.10 0.3749
H -2.06 -0.72 -0.58 0.4917
H -0.53 0.13 -0.75 -0.0843
H 0.08 -1.50 -2.64 0.3405
H -1.59 -2.09 -2.58 0.3835
H -0.59 -3.82 0.43 0.4730
H -2.06 -3.02 -0.18 0.4353
H -0.72 -2.55 2.54 0.2778
H -2.19 -3.52 2.29 0.4016

# 11
39
Properties=species:S:1:pos:R:3:mulliken_charge:R:1 method="wB97M-V/def2-TZVPD" de_lowest_ev=1.512 orbital_gap_ev=8.588 e_homo_ha=-0.30249
C 0.14 -0.84 5.50 -1.3933
C 0.02 -1.35 4.07 -0.1657
C 1.06 -2.40 3.78 0.3579
O 1.88 -2.82 4.56 -0.6249
N 1.05 -2.92 2.49 -0.1032
C 0.26 -2.63 1.43 0.4395
N -0.72 -1.79 1.41 -0.2572
C -1.32 -1.72 0.19 -0.1239
C -2.42 -0.74 -0.01 -1.0912
C -1.84 0.67 -0.18 0.6507
O -2.12 1.58 0.56 -0.6519
N -1.01 0.74 -1.25 0.1355
C -0.26 1.82 -1.72 0.1658
C -0.23 3.06 -1.10 -0.5009
C 0.54 4.08 -1.63 -0.7147
C 1.28 3.87 -2.78 -0.7247
C 1.25 2.64 -3.42 -0.4885
C 0.48 1.61 -2.90 0.8200
O 0.38 0.35 -3.44 -0.4064
C 1.10 0.07 -4.62 -0.9207
C -0.78 -2.54 -0.76 -0.1072
S 0.54 -3.45 -0.11 -0.2719
H 0.01 -1.66 6.21 0.3289
H -0.62 -0.09 5.69 0.3997
H 1.12 -0.41 5.67 0.3234
H -0.96 -1.78 3.89 0.3594
H 0.14 -0.54 3.36 0.3297
H 1.77 -3.62 2.33 0.2107
H -3.01 -1.00 -0.89 0.3577
H -3.06 -0.73 0.87 0.3706
H -0.87 -0.10 -1.80 0.1308
H -0.81 3.21 -0.21 0.5187
H 0.56 5.04 -1.14 0.3818
H 1.88 4.66 -3.20 0.3756
H 1.83 2.49 -4.31 0.3920
H 0.87 -0.97 -4.86 0.2491
H 0.78 0.71 -5.44 0.3592
H 2.18 0.18 -4.47 0.3654
H -1.08 -2.68 -1.78 0.5241